{
  "formula": "C26H38N4",
  "method": "the ωB97M-V functional and the def2-TZVPD basis",
  "smiles": "CN(C)CCN(C)Cc1c2ccccc2c(CN(C)CCN(C)C)c2ccccc12",
  "lumo_energy_ev": -0.200,
  "gap_ev": 7.17,
  "homo_energy_ev": -7.4,
  "relative_energy_ev": 0.1096,
  "energy_ev": -33538.0517,
  "symbols": ["C", "N", "C", "C", "C", "N", "C", "C", "C", "C", "C", "C", "C", "C", "C", "C", "C", "N", "C", "C", "C", "N", "C", "C", "C", "C", "C", "C", "C", "C", "H", "H", "H", "H", "H", "H", "H", "H", "H", "H", "H", "H", "H", "H", "H", "H", "H", "H", "H", "H", "H", "H", "H", "H", "H", "H", "H", "H", "H", "H", "H", "H", "H", "H", "H", "H", "H", "H"],
  "positions_angstrom": [[4.78, -0.66, 2.01], [4.24, 0.49, 1.31], [2.92, 0.84, 1.80], [4.32, 0.39, -0.14], [3.55, -0.79, -0.77], [3.39, -0.76, -2.21], [4.63, -0.85, -2.94], [2.56, 0.33, -2.73], [1.29, 0.51, -1.94], [0.99, 1.70, -1.26], [1.83, 2.85, -1.31], [1.58, 3.97, -0.59], [0.46, 4.03, 0.25], [-0.40, 2.98, 0.30], [-0.20, 1.79, -0.46], [-1.11, 0.72, -0.43], [-2.42, 0.80, 0.31], [-2.48, -0.14, 1.42], [-1.48, 0.18, 2.43], [-3.81, -0.23, 1.99], [-3.95, -1.47, 2.88], [-5.30, -1.98, 3.07], [-5.89, -2.57, 1.89], [-6.19, -1.03, 3.70], [-0.82, -0.46, -1.12], [-1.69, -1.59, -1.08], [-1.40, -2.74, -1.74], [-0.21, -2.84, -2.49], [0.65, -1.80, -2.56], [0.39, -0.57, -1.88], [4.15, -1.55, 1.94], [4.90, -0.40, 3.06], [5.77, -0.89, 1.60], [2.18, 0.03, 1.71], [3.01, 1.10, 2.86], [2.56, 1.71, 1.27], [5.38, 0.32, -0.40], [3.93, 1.33, -0.54], [4.06, -1.73, -0.53], [2.55, -0.84, -0.34], [4.41, -1.05, -3.99], [5.24, 0.06, -2.89], [5.22, -1.68, -2.55], [3.14, 1.26, -2.78], [2.31, 0.07, -3.76], [2.70, 2.84, -1.96], [2.25, 4.82, -0.66], [0.28, 4.91, 0.85], [-1.25, 3.05, 0.95], [-2.64, 1.83, 0.64], [-3.22, 0.53, -0.39], [-1.44, -0.62, 3.16], [-0.51, 0.26, 1.95], [-1.69, 1.13, 2.94], [-4.51, -0.32, 1.15], [-4.08, 0.68, 2.55], [-3.56, -1.26, 3.88], [-3.36, -2.28, 2.44], [-6.17, -1.83, 1.12], [-6.78, -3.11, 2.18], [-5.18, -3.27, 1.45], [-6.48, -0.19, 3.04], [-7.10, -1.55, 4.00], [-5.72, -0.63, 4.59], [-2.58, -1.53, -0.48], [-2.07, -3.58, -1.69], [0.01, -3.76, -3.02], [1.57, -1.90, -3.11]],
  "mulliken_charge": [-1.0249, 0.0449, -0.9927, -0.7474, -0.4909, 0.2500, -1.2744, -1.2673, 0.0394, 0.5950, -0.6960, -0.8803, -1.1051, -1.0022, 1.4413, 0.4032, -1.4957, 0.5881, -0.9285, -0.4539, -1.2621, 0.0471, -0.9089, -0.9653, 0.9753, -1.0292, -0.8987, -0.8514, -1.2349, 1.2330, 0.3371, 0.3418, 0.3275, 0.4222, 0.4202, 0.0925, 0.4218, 0.2505, 0.4680, 0.1163, 0.3372, 0.3978, 0.3511, 0.5598, 0.5868, 0.3653, 0.4352, 0.3990, 0.2119, 0.5946, 0.5432, 0.3418, 0.1047, 0.3400, 0.3687, 0.3074, 0.3755, 0.3743, 0.3292, 0.3393, 0.2621, 0.3326, 0.3419, 0.3080, 0.5419, 0.4216, 0.4117, 0.4121]
}

***

{
  "formula": "C24H33N2O5P2STi",
  "method": "the ωB97M-V functional and the def2-TZVPD basis",
  "lumo_energy_ev": [-3.149, -3.145],
  "total_charge": 1,
  "gap_ev": [5.71, 5.73],
  "homo_energy_ev": [-8.9, -8.9],
  "energy_ev": -91160.4329,
  "symbols": ["C", "C", "N", "C", "C", "C", "C", "P", "Ti", "P", "C", "C", "C", "C", "C", "C", "C", "O", "O", "H", "H", "H", "C", "C", "H", "H", "H", "H", "C", "C", "H", "H", "H", "H", "H", "H", "H", "H", "H", "H", "H", "H", "H", "H", "H", "H", "H", "H", "H", "H", "H", "H", "O", "C", "N", "S", "O", "O", "C", "C", "C", "C", "C", "C", "H", "H", "H", "H"],
  "positions_angstrom": [[-3.70, -1.73, -1.00], [-2.52, -0.95, -1.07], [-1.86, -0.61, 0.11], [-2.21, -1.25, 1.24], [-3.28, -2.12, 1.30], [-4.08, -2.33, 0.19], [-1.99, -0.57, -2.30], [-0.45, 0.26, -2.49], [0.14, 0.24, -0.04], [-0.69, 0.64, 2.61], [-1.35, -1.03, 2.47], [0.94, 2.31, -0.41], [1.89, 2.30, -1.43], [2.79, 3.37, -1.56], [2.75, 4.44, -0.66], [1.80, 4.43, 0.37], [0.88, 3.38, 0.47], [-4.22, 2.31, -1.96], [-1.92, 2.54, -0.02], [-4.26, -1.85, -1.91], [-3.47, -2.62, 2.24], [-4.93, -3.00, 0.23], [0.39, -0.85, -3.68], [-0.69, 1.77, -3.50], [-1.96, -1.22, 3.36], [-0.54, -1.78, 2.51], [-4.30, 2.34, -2.95], [-2.61, -0.70, -3.18], [0.88, 0.79, 3.42], [-1.94, 1.63, 3.39], [1.96, 1.47, -2.14], [3.54, 3.34, -2.36], [3.47, 5.26, -0.75], [1.76, 5.25, 1.09], [0.16, 3.42, 1.29], [-1.21, 1.66, -0.03], [-1.39, 3.32, -0.37], [-2.70, 2.33, -0.59], [-5.15, 2.17, -1.66], [-0.66, 1.27, 1.29], [-0.19, -0.83, -4.62], [1.42, -0.51, -3.85], [0.38, -1.87, -3.26], [-1.14, 1.53, -4.48], [-1.32, 2.51, -2.98], [0.29, 2.23, -3.68], [-2.12, 1.28, 4.42], [-1.61, 2.67, 3.42], [-2.88, 1.58, 2.83], [0.72, 0.94, 4.49], [1.50, -0.10, 3.28], [1.44, 1.65, 3.03], [2.02, 0.01, 0.62], [1.98, -1.26, 0.33], [0.82, -1.67, -0.22], [0.66, -3.37, -0.37], [-0.33, -3.77, 0.60], [0.50, -3.67, -1.78], [2.30, -3.54, 0.25], [2.93, -4.74, 0.56], [4.17, -4.68, 1.21], [4.76, -3.45, 1.54], [4.13, -2.24, 1.24], [2.89, -2.32, 0.59], [2.45, -5.67, 0.29], [4.69, -5.61, 1.46], [5.73, -3.44, 2.05], [4.55, -1.27, 1.48]],
  "mulliken_charge": [-1.1786, 0.8910, 0.8096, 0.5696, -0.8815, -0.7972, -1.5250, 1.5810, -0.8577, 1.2823, -1.1899, 1.5153, -0.8370, -0.9270, -0.7281, -0.8309, 0.0957, -0.5769, -0.2802, 0.4880, 0.4961, 0.4219, -1.3197, -1.2876, 0.7060, 0.3605, 0.2818, 0.3840, -1.3046, -1.3649, 0.5125, 0.4208, 0.3774, 0.4296, 0.2483, 0.0562, 0.5922, 0.3857, 0.2779, -0.4942, 0.4849, 0.3704, 0.2882, 0.4881, 0.1716, 0.3680, 0.4592, 0.3872, 0.3802, 0.4717, 0.3396, 0.3896, -0.7239, 1.2204, -0.1724, 1.0127, -0.6092, -0.6633, 0.2650, -0.8081, -0.5668, -0.5835, -0.4972, -0.1563, 0.5040, 0.4112, 0.4165, 0.5497]
}